Entry 1:
Molecular formula: C35H36N5O2S3Zr
Method: DFT, ωB97M-V with the def2-TZVPD basis set

Values from the calculation:
HOMO energy (eV): -10.8
Kohn-Sham gap (eV): 7.89
Net charge: +1
Energy above the lowest of the compared OMol25 structures with the same formula, charge and spin (kJ/mol): 107.5

Atoms and positions in Å:
C (-0.81160, -4.00622, 2.74553)
H (4.38841, -2.70279, 0.54247)
H (1.75139, 2.64853, -4.60575)
H (-5.33087, -1.51943, -1.14685)
H (5.46938, -1.39948, 0.03227)
C (0.46394, 1.09100, -3.88357)
H (-5.27257, 2.72287, 0.53437)
C (0.08642, 3.13212, 4.65481)
O (0.86182, 0.85037, 0.31781)
H (-2.17351, 4.46112, -0.51867)
Zr (1.30694, -1.32885, -0.12682)
C (0.50878, -6.22515, -1.21246)
H (4.59699, 0.32720, -1.59377)
C (1.63539, 1.83257, -3.90433)
H (-5.09891, 2.81172, -2.02567)
C (3.61479, 0.11465, -1.15905)
H (-4.32783, 4.21049, 0.64885)
C (0.36499, -3.79159, 2.13496)
N (0.09091, 5.52541, 4.70896)
C (1.80674, -5.88232, -0.85818)
C (-3.31328, 1.18992, -0.66646)
H (-1.18095, 1.08777, -0.43779)
C (-2.04765, 3.37724, -0.51232)
C (0.83627, 4.38907, 2.72440)
C (-4.42981, -0.94776, -0.96811)
C (1.22328, -3.50454, -0.69132)
H (-1.54997, 3.10198, 0.41798)
N (-0.35271, -0.32585, 2.16675)
C (4.43996, -1.63917, 0.31278)
C (-0.45234, -5.23691, -1.26055)
H (4.93762, -1.88083, -2.26333)
C (3.90578, -2.11606, -1.98547)
H (-4.15421, 4.29520, -1.90446)
H (-0.34151, 1.33441, -4.56571)
H (-3.50645, 2.90176, -2.78599)
H (-3.80152, 2.75627, 1.51541)
N (-0.86612, -1.64184, -0.61100)
C (2.14027, -4.55941, -0.60672)
H (3.83137, -3.17741, -1.77825)
C (-3.19407, -1.57774, -0.89464)
C (0.29774, 1.95770, 3.97754)
H (-5.43814, 0.90978, -0.90862)
C (-0.10079, -3.91366, -0.97972)
H (-0.20205, 5.49349, 5.66749)
H (2.56301, -6.65372, -0.78461)
C (1.33048, -0.31009, -2.08833)
H (0.31099, 6.41948, 4.31158)
C (-0.31234, -1.66806, 2.25343)
C (0.78275, 1.99623, 2.67141)
H (3.24608, -1.88368, -2.81515)
C (-3.41866, 2.71003, -0.62330)
H (4.17215, -1.07467, 1.20200)
H (3.16804, -4.36290, -0.31631)
C (0.31938, 0.04065, -2.98639)
H (-0.29133, 3.11168, 5.66928)
N (3.51786, -1.32266, -0.79742)
H (3.51917, 0.70828, -0.24386)
C (-2.02478, -0.84979, -0.64871)
C (2.66673, 1.51128, -3.03281)
C (0.34008, 4.37400, 4.03922)
C (-1.13553, -2.89909, -0.90027)
S (-1.65132, -2.50791, 2.98121)
C (-4.25921, 3.12223, 0.59383)
S (0.91186, 0.51937, 1.76021)
C (-2.09557, 0.54213, -0.55773)
H (-0.61170, -0.51601, -3.00103)
H (1.41383, 3.21932, 1.02741)
H (-1.24207, -4.94101, 3.06235)
C (-4.08852, 3.20570, -1.91386)
O (2.16582, -0.24764, 1.90954)
N (0.65490, -2.47034, 1.83303)
H (-1.40119, 3.10476, -1.35044)
H (1.07652, -4.56061, 1.88055)
C (1.04778, 3.21125, 2.04623)
C (-4.47456, 0.42138, -0.84170)
S (-2.81108, -3.24830, -1.14529)
H (-1.47962, -5.47963, -1.50489)
H (0.25602, -7.25415, -1.43021)
H (0.08611, 1.00680, 4.44879)
H (1.03960, 5.33330, 2.23572)
H (3.58957, 2.08133, -3.05284)
C (2.50645, 0.46542, -2.13743)

Entry 2:
Molecular formula: C35H37BCl4N3O4Re
Method: DFT, ωB97M-V with the def2-TZVPD basis set

Values from the calculation:
HOMO energy (alpha / beta) (eV): -4.2 / -3.2
Kohn-Sham gap (alpha / beta) (eV): 6.71 / 5.67
Spin multiplicity: 4
Net charge: -1
Energy above the lowest of the compared OMol25 structures with the same formula, charge and spin (kJ/mol): 1441.6

Atoms and positions in Å:
H (6.16344, 2.77680, -0.37866)
H (-4.90759, 0.46210, -4.57833)
H (-5.07319, 1.48024, -3.00695)
C (3.15407, 4.73242, 3.92281)
Re (-0.84612, -1.18240, 0.94957)
Cl (-0.31033, 2.55984, 1.79030)
H (-4.12296, -2.57786, 2.87776)
N (-3.12355, -1.62003, 1.06449)
Cl (4.83371, 2.57563, 3.66787)
H (-2.12123, 2.27465, -4.22225)
C (-3.97299, -0.50291, 1.04834)
C (3.58543, 1.30839, 1.16914)
C (2.24155, 2.78124, 2.58824)
H (-3.75128, -1.83792, 4.97876)
H (-2.74454, 2.24779, -2.48412)
N (2.45338, 1.54512, 1.96130)
H (3.66226, 3.16723, 0.56933)
H (-0.81101, -0.30350, -6.18444)
H (-4.17714, 0.16118, 0.14995)
Cl (1.21255, 1.18665, -1.86823)
O (1.77442, -2.96596, 1.13323)
N (-0.45339, -1.21044, -1.23101)
C (2.07763, -1.78029, 1.31303)
O (-1.12320, -0.99995, -3.68615)
C (3.25583, 3.44955, 3.29684)
B (-1.38191, -0.82792, -2.19947)
C (-1.21350, -0.78423, 2.90670)
H (-0.19129, 5.16722, 3.09895)
H (-3.53296, 0.11857, 1.80903)
C (5.30844, 2.02977, -0.16458)
C (5.91297, 0.82269, -0.05057)
H (3.92824, 0.15873, -2.48427)
H (-1.17923, 1.41580, -3.18825)
H (-0.70224, 0.81984, -5.19947)
C (-2.25020, -0.56390, -4.37506)
H (-0.55030, 0.81359, 5.70066)
H (-2.03704, -0.65670, 6.69247)
C (3.54267, -1.45423, 1.55295)
C (0.95546, 3.35710, 2.60679)
H (4.49672, -2.05003, -3.41221)
C (-0.22903, -0.30819, 3.93492)
C (2.51603, -3.13546, -2.56547)
H (-3.13206, -3.76285, 0.29979)
C (3.03163, -0.74830, -2.45539)
H (-3.60741, -2.48801, -0.74489)
H (-2.28485, 1.05271, -6.18448)
C (-3.68323, -2.81454, 0.19287)
H (1.61831, 0.90920, 1.91709)
H (1.65039, 6.33339, 4.19588)
H (6.76695, 0.51547, -0.47739)
C (-3.05136, -1.69494, -4.98395)
C (-3.15847, -2.23323, 2.50620)
C (4.05228, 2.21333, 0.34327)
C (-2.92308, -1.16235, 4.74687)
O (1.24615, -0.82169, 1.26392)
H (-3.76604, -2.12446, -4.35699)
H (2.66726, -4.11346, -2.99264)
H (-4.76126, -3.02824, 0.56242)
C (-1.54211, 0.17697, -5.53614)
C (1.88241, 5.49981, 3.70947)
C (-1.11112, 0.23691, 5.02091)
C (-2.32356, -0.33891, 5.51603)
C (-2.37343, 1.80257, -3.35524)
H (-2.14185, -2.31624, -5.33835)
H (4.25709, -2.20587, 1.25957)
C (5.36613, -0.31371, 0.32126)
C (-2.29523, -1.54798, 3.52143)
Cl (0.23460, -4.22146, -1.52649)
C (1.28432, -2.90677, -1.78547)
H (3.82954, 5.24701, 4.59820)
H (3.93342, -1.53139, 2.81732)
C (0.88373, -1.54124, -1.57917)
H (-3.81474, -1.66450, -5.90066)
H (0.32761, 0.52802, 3.52204)
C (4.15132, -0.07516, 1.12116)
H (-4.95427, -1.04662, 1.35135)
C (3.34460, -2.12052, -2.72173)
C (1.71732, -0.45970, -1.92786)
H (-2.68751, -3.33403, 2.25097)
H (5.62566, -1.35785, 0.40556)
C (0.83177, 4.69808, 3.13503)
O (-2.73214, -0.26321, -2.11594)
C (-4.46330, 0.41502, -3.60783)
C (-3.10689, 0.36128, -3.31290)
H (-5.05717, -0.40274, -3.17902)